Entry from the OMol25 dataset: a cluster of 5 separate species, C34H60N4O5S2 in total in a non-equilibrium geometry (ωB97M-V/def2-TZVPD).

XYZ file:
```
105
Properties=species:S:1:pos:R:3:mulliken_charge:R:1
C 5.95853 -2.70444 -1.34330 -1.179
H 4.73507 -3.33462 3.17193 0.265
S -0.51365 4.96658 2.26268 0.181
H -5.29402 3.74751 1.89534 0.198
H 3.17283 -5.04925 -5.39295 0.299
H 3.32764 -4.84346 4.61364 0.293
C 1.45409 1.09080 -0.51384 -0.384
C -9.02758 4.82419 4.57216 -0.325
H -3.65866 -0.45305 1.73276 0.270
H -5.78036 2.60358 0.38684 0.206
H 5.99099 -3.79704 -1.29285 0.386
C -7.14949 5.74241 3.34533 0.252
H 4.00913 -7.99181 -5.31087 0.260
C -4.47497 4.37161 -1.63732 -0.448
H -5.46201 -0.31091 -0.57257 0.314
C -5.06717 3.47619 0.77779 -0.667
C -3.46108 -1.41994 -1.72013 -0.352
H 6.47203 0.40242 -4.56661 0.395
H 2.64022 -0.18553 6.46008 0.409
H 1.56235 0.58965 1.75323 0.158
C 6.87239 -6.42257 -5.66864 -1.084
H -1.08485 -2.40151 -1.54085 0.260
C 3.29619 -7.17252 -5.18101 -1.073
C 3.94504 -5.82486 -5.44636 -0.329
O 4.93558 -5.47426 -4.48359 -0.331
C -1.69816 3.13256 -2.78394 0.264
H 2.46518 -7.33959 -5.87255 0.383
H -7.66052 6.67731 3.09047 0.309
H 4.73324 -2.60556 -3.13199 0.253
C -3.29786 -0.89039 0.70631 -0.113
H -10.69590 6.03733 5.21329 0.384
H 3.64886 0.08500 5.01731 0.298
C -2.02016 -1.86829 -1.07844 -0.347
H -0.15304 1.22932 -3.31411 0.302
C -6.24049 5.92308 4.54825 -1.153
H -6.46756 4.68710 -0.55416 0.275
C 4.33384 -2.98939 4.13139 -0.302
H 5.75214 -7.33486 -4.04899 0.307
H 5.26387 1.00518 -2.52860 0.325
C 5.56550 -0.04046 -2.65662 -0.320
H -4.21332 3.21797 -1.57334 0.208
H -5.11433 4.48811 -2.63653 0.281
S -3.21133 0.35388 -4.99049 -0.140
C -9.92327 6.04386 4.43887 -1.011
H -5.07587 5.78724 0.18795 0.287
H 6.70128 -5.93092 -3.59623 0.299
H -9.35328 6.97157 4.54305 0.260
C 4.72388 -2.24388 -2.09795 -0.230
H -6.53399 5.48003 2.47860 -0.240
H 4.36205 -5.77811 -6.45652 0.319
H -6.79777 6.27626 5.42090 0.339
H -5.45942 6.65798 4.33095 0.397
C -0.19285 3.28480 0.08146 0.344
H 0.75029 -1.57122 -0.54254 0.049
H 5.96357 -2.30180 -0.32556 0.336
H -0.22141 0.70068 1.14007 0.324
C 6.06315 -6.34007 -4.38634 -0.292
C -2.96060 1.96439 -4.45801 0.361
O -8.09454 4.68774 3.50360 -0.380
O 4.53655 -0.83160 -2.06810 -0.307
H 6.14868 -1.31703 -4.31445 0.193
H 1.55124 -1.22096 4.53252 0.216
H 2.44152 1.69687 -0.26822 0.285
C 0.69686 -1.32047 0.61411 -0.051
H 1.65964 0.35018 -1.40232 0.225
H 4.11096 -1.13280 6.20608 0.269
H -3.95582 3.08056 0.70149 0.136
N -2.48987 3.19966 -4.08586 -0.466
C -5.30977 4.73821 -0.27483 -0.359
C -0.47662 2.02333 -2.51224 -0.476
H -10.40526 6.06491 3.45627 0.285
H -0.69285 -2.90333 1.69753 0.262
H -5.76875 4.97464 4.82371 0.295
H 2.92027 -7.22594 -4.15432 0.299
H 2.08225 -2.49876 5.61057 0.332
C -0.74426 -1.78216 1.30341 -0.888
N 0.32669 3.61118 1.46878 -0.520
H 5.08355 -2.31589 4.55664 0.307
H -9.65542 3.92634 4.55182 0.316
C -2.14293 4.25677 -1.62827 0.209
C 3.25597 -0.67531 5.69959 -1.139
H 6.50242 -0.16256 -2.10547 0.302
O 3.13674 -2.27554 3.83414 -0.304
N -1.94607 -1.51359 0.41792 0.296
C 2.44182 -1.70913 4.94174 -0.218
H -8.50818 4.81756 5.53479 0.291
C -4.37633 -0.75488 -0.52511 -0.668
H 3.84037 -2.68415 -1.62417 0.278
H 4.80970 -0.22777 -4.67559 0.285
N -1.64414 5.37360 0.96369 -0.543
H -0.84225 -1.12062 2.29176 0.322
H 7.14058 -5.42232 -6.02293 0.293
H 6.87606 -2.36542 -1.83323 0.284
C 0.24812 2.13121 -1.00935 0.289
C 0.85783 0.32777 0.83881 -0.399
H 5.03281 -4.77620 5.12376 0.392
C -1.38517 4.38802 -0.16108 0.379
H 7.78823 -6.99916 -5.50695 0.394
C 4.10982 -4.19739 5.02479 -1.080
O -3.26815 5.22344 -1.85583 -0.443
H -3.72349 -1.58363 -2.84976 0.374
H 1.53712 -1.93367 1.16185 0.192
C 5.76024 -0.30971 -4.13891 -1.014
H 3.79303 -3.89903 6.02829 0.266
H 6.30683 -6.91127 -6.46747 0.258
```

* LUMO level: -1.47 eV
* energy above the lowest of the compared OMol25 structures with the same formula, charge and spin: 221.35 kcal/mol
* frontier orbital gap: 6.1 eV
* total charge: 0
* 2S+1: 1
* molecular weight: 669.01 u
* SMILES: CCCOc1c(N=C=S)cc(CCCCn2cccc2)c2nsnc12.CCOCC.CCOCC.CCOCC.CCOCC
* energy: -2722.26009 Eh


Entry from the OMol25 dataset: a cluster of 10 separate species, C34H60O24S3 in total in a non-equilibrium geometry (ωB97M-V/def2-TZVPD).

XYZ file:
```
121
Properties=species:S:1:pos:R:3:mulliken_charge:R:1
H 3.31235 1.14468 -4.16169 0.205
O 0.70436 -6.81217 0.15916 -0.409
C 2.68492 1.34558 2.78125 0.460
O -1.13741 -0.24480 6.50273 -0.394
O 0.27753 1.60217 0.68222 -0.686
C -4.46819 -0.79321 -0.19816 1.083
C 4.51139 3.79473 -2.96084 -1.542
H -3.45223 3.00991 -4.77970 0.290
H -4.09390 0.14060 -0.61913 -0.023
C -0.32572 -5.88261 0.03562 0.449
H 4.15465 -2.24367 5.81227 0.312
H -1.81432 4.73387 -2.36808 0.228
H 4.11294 -0.32920 -4.18017 0.465
H 4.95836 3.48759 -3.90827 0.398
C 3.41420 0.23641 -3.56281 -1.472
C -0.27646 -5.48216 -1.49277 0.242
H -6.55967 -0.16558 -0.61447 0.369
C -3.03747 -2.39793 -0.82045 0.362
H -1.24521 -5.87610 -1.79921 0.282
O 0.71348 -3.34598 -3.41557 -0.634
H -3.24953 -2.08836 8.26292 0.388
H 1.84401 -0.65584 -5.55933 0.383
C -3.69265 -1.22395 1.03857 -0.649
H 1.49791 0.37822 -2.71767 -0.803
C -1.77933 -1.48427 6.85785 0.379
H -3.38473 -1.62780 5.42674 0.330
H 3.15273 3.84625 1.22722 0.410
C 1.24515 -7.14407 -1.02472 0.604
H -6.35281 -1.64257 0.34317 0.417
O 3.31777 0.05414 2.93278 -0.126
O 5.41635 -0.75080 3.20008 -0.562
C -2.18264 3.72477 -0.50526 0.699
C 1.19243 -0.29081 -4.75826 -0.292
C -3.40996 -0.55683 -5.29146 -0.676
O -2.60226 5.95296 -1.05960 -0.435
H -0.85482 -0.91375 -1.64723 -0.158
H -0.22169 5.80091 0.08940 0.413
C -0.12444 -4.73095 1.01589 -1.206
C 2.64789 4.75416 -4.45882 -0.769
H -6.07026 -0.03429 1.04552 0.373
O 0.73163 -6.39468 -1.97539 -0.392
O -0.13774 0.62793 4.72838 -0.524
H 4.75157 3.03426 -2.21955 0.263
H 3.25427 4.30906 -5.25142 0.377
H -0.28275 -0.93600 1.74212 0.269
H -4.29362 -1.79547 1.74573 0.441
C 3.93906 2.27747 2.62811 0.532
H 1.31131 -1.18890 1.60139 0.422
H -3.42925 -0.43955 -6.37606 0.429
H -0.11996 -5.14292 2.02849 0.482
H -2.03938 -1.04653 8.76972 0.375
C 1.95467 -0.24189 -3.48989 2.007
O 1.98718 -1.54399 -3.02270 -0.361
H 4.82619 3.65150 1.30209 0.447
C 4.05863 -3.21953 5.33938 -1.101
H -2.23681 2.96879 -1.29200 -0.181
C 1.59597 -2.39061 4.33432 -0.712
H -3.77418 2.08621 -6.30523 0.455
C -0.94123 -0.10232 5.21074 0.493
O 2.13044 3.01983 -3.13952 0.167
H -1.07768 -2.19765 7.29390 0.249
H -1.00873 -4.09326 1.07187 0.224
H -3.97960 -1.45818 -5.06326 0.346
H 2.71645 4.84207 -2.29635 0.264
C 3.01261 4.12861 -3.06674 0.567
C -3.66639 5.42935 -0.45773 0.495
O -1.58408 -1.12645 4.58393 0.008
H 3.81322 2.24918 0.57123 0.210
O -3.47370 4.15685 -0.10055 -0.384
H -1.51551 3.34399 0.26706 -0.070
H -3.45385 -0.26189 1.49303 0.383
C -0.23315 5.36642 -0.90869 -1.308
H 1.73737 -1.30724 4.31894 0.132
O -3.58357 0.85276 -3.02073 -0.423
H 0.63462 0.58388 -5.08165 0.107
H 5.10146 4.68769 -2.74871 0.437
H -0.58947 0.88065 -2.01082 -0.171
C 3.90658 3.06328 1.29022 -1.317
O 0.33397 -1.41821 -4.51186 -0.316
O -4.64938 6.04449 -0.16708 -0.587
C 1.11424 3.29690 -3.90858 0.283
C 4.66670 0.16787 2.97997 0.542
H 0.51367 4.57604 -0.99190 0.074
H -1.24729 -6.41192 0.28436 0.276
O 1.34781 4.34707 -4.65537 -0.357
C 0.44373 -1.10197 0.94229 -0.540
O 0.01391 2.77231 -3.83763 -0.495
C 1.00426 -2.19662 -3.59509 0.458
O 5.00906 1.40625 2.70941 -0.412
H 0.07288 6.12135 -1.63638 0.395
C -0.71398 0.09825 -1.26154 0.483
H -2.36005 -0.70162 -5.03790 0.005
H 1.22724 -2.60891 5.33780 0.652
H 1.98702 1.53135 3.59700 0.184
H -1.73247 0.25578 -0.89827 -0.112
H -2.19967 -2.99921 5.30390 0.328
O 2.64038 -4.57276 3.50601 -0.666
C -2.74266 -1.17545 7.94453 -1.576
C -3.38305 2.04834 -5.28875 -0.689
O -4.17804 -1.83766 -1.12895 -0.394
H -3.40526 -0.36250 7.65931 0.374
H 5.03639 -3.69406 5.24495 0.378
C -2.33854 -1.93438 5.47362 -0.428
O -2.66321 -1.97838 0.38795 0.071
C -5.95177 -0.64675 0.15075 -1.748
H 3.80410 0.38485 -2.55867 0.196
C -1.63749 4.91060 -1.30675 0.683
H 0.84130 -4.23732 0.93203 0.313
H 2.05553 1.31773 1.88667 -0.587
O -2.33528 -2.99239 -1.61739 -0.499
H 0.28770 -2.04227 0.41875 -0.214
S -4.27682 0.77789 -4.37126 0.271
O 2.03326 -8.05042 -1.18864 -0.601
S 3.14237 -3.17388 3.78393 0.579
H 0.79008 -2.59228 3.63092 0.005
S 0.65590 0.34004 -0.10110 0.559
H 3.61135 -3.95338 6.01488 0.394
H -2.31101 1.85045 -5.26925 -0.008
H -0.10361 -4.46020 -1.80599 -0.175
H 3.94091 3.10106 3.34465 0.208
H 2.79047 5.83198 -4.39872 0.355
```

* LUMO level: 0.07 eV
* energy above the lowest of the compared OMol25 structures with the same formula, charge and spin: 69.84 kcal/mol
* frontier orbital gap: 8.5 eV
* total charge: 0
* 2S+1: 1
* molecular weight: 949.03 u
* energy: -4331.77575 Eh


The lowest energy belongs to which entry? C34H60O24S3


Among the records above, which one has the highest frontier orbital gap? C34H60O24S3


Which of these has the lowest molecular weight? C34H60N4O5S2